70
Properties=species:S:1:pos:R:3 method="wB97M-V/def2-TZVPD" e_above_lowest_kcal_mol=26.6 charge=-1 homo_ev=-6.83
F 13.3942 -14.4857 25.7551
C 11.9357 -16.5290 28.4407
C 12.9132 -16.0089 29.3586
C 13.7308 -14.7729 28.9704
O 13.7891 -14.0617 30.2004
C 12.8944 -14.4760 31.1008
O 12.9156 -14.0799 32.2597
O 12.1979 -15.4913 30.5132
H 12.5840 -16.6309 27.5882
H 11.0362 -15.9580 28.2928
H 11.4526 -17.4823 28.7171
H 13.5184 -16.7726 29.7886
H 13.1031 -14.1944 28.3403
H 14.6065 -14.8766 28.4061
C 17.3274 -16.0431 27.0995
C 16.3390 -17.2993 27.1076
C 15.6330 -17.3171 25.8465
O 15.4905 -18.7221 25.4894
C 16.4166 -19.4110 26.2071
O 16.6531 -20.5696 26.0236
O 17.0420 -18.5028 27.0472
H 18.2922 -16.0181 28.0274
H 16.9523 -15.1067 27.2875
H 17.7820 -15.9669 26.1813
H 15.5842 -17.4349 27.8217
H 16.2470 -16.8950 24.9598
H 14.5817 -17.0857 25.8507
C 16.1097 -13.2276 24.3660
C 15.2491 -14.0235 23.3791
C 13.9784 -13.4203 22.8934
O 14.3700 -12.8430 21.6671
C 15.4592 -13.4913 21.2635
O 15.8372 -13.5446 20.0681
O 16.0884 -14.1414 22.1842
H 16.2173 -12.2061 23.9516
H 17.2869 -13.3171 24.5350
H 15.7696 -13.1302 25.4426
H 15.0628 -14.9248 23.6606
H 13.6113 -12.7867 23.5591
H 13.0022 -14.0260 22.9444
C 10.7790 -16.9641 24.9407
C 11.8840 -17.9116 24.4130
C 12.4943 -17.0417 23.2261
S 10.9901 -16.7692 22.3425
O 10.6333 -17.9345 21.5920
O 11.1995 -15.4781 21.6491
C 9.8818 -16.6399 23.7634
H 10.9635 -15.9537 25.5691
H 10.3661 -17.4581 25.6726
H 11.7524 -18.8864 24.0168
H 12.6405 -17.9417 25.2181
H 13.2816 -17.7280 22.5290
H 13.1527 -16.2159 23.4280
H 8.9160 -17.1932 23.4562
H 9.6643 -15.5636 23.9404
C 14.4008 -11.2768 27.0695
C 13.7601 -10.2071 26.2363
C 14.6431 -8.9317 26.4426
S 15.6932 -9.1423 27.7730
O 14.9357 -8.9420 29.0340
O 16.9097 -8.5571 27.6149
C 15.8734 -10.8457 27.5980
H 14.3542 -12.2661 26.6643
H 13.7485 -11.2187 27.8936
H 12.6813 -10.0096 26.5695
H 13.7305 -10.0729 25.1171
H 14.1521 -7.9974 26.6549
H 15.2903 -8.8204 25.3600
H 16.1454 -11.4402 28.6079
H 16.6536 -11.1875 26.8006

69
Properties=species:S:1:pos:R:3 method="wB97M-V/def2-TZVPD" e_above_lowest_kcal_mol=55.4 charge=+1 homo_ev=-11.77
In 1.4363 1.5213 3.3899
C -0.2145 -0.3689 0.2966
C 0.8058 0.4017 -0.4792
O 1.5990 1.0927 0.4702
H 0.3814 -1.2533 0.5220
H -0.9116 -0.8214 -0.4086
H -0.7070 0.0155 1.1899
H 0.3621 1.2306 -1.0309
H 1.5148 -0.1989 -1.0490
C -0.7360 5.3931 1.1532
C 0.6205 4.6396 1.0151
O 1.2500 4.2845 2.1870
H -1.3683 5.7735 0.3509
H -0.5765 6.2696 1.7812
H -1.3778 4.7286 1.7317
H 1.3534 5.4054 0.7609
H 0.5581 3.8050 0.3168
C -0.4697 3.2349 -2.8537
C -1.8439 2.8247 -3.4232
C -2.9191 3.9207 -3.3474
O -3.4558 3.9761 -4.6834
C -2.5932 3.4308 -5.4986
O -2.4713 3.7638 -6.6358
O -1.7379 2.5849 -4.8465
H -0.3825 3.7405 -1.8920
H -0.0028 4.0174 -3.4518
H 0.1256 2.3220 -2.8738
H -2.2053 1.8994 -2.9745
H -2.3851 4.8507 -3.1522
H -3.7034 3.7947 -2.6010
C 3.5504 -5.7571 2.6344
C 2.2304 -5.0912 2.5107
C 1.5166 -4.8913 3.7527
O 1.2791 -3.5148 3.9452
C 1.9208 -2.8397 3.0516
O 2.0200 -1.6473 2.8294
O 2.4460 -3.7346 2.1734
H 4.2529 -5.0813 3.1223
H 3.9750 -5.7471 1.6306
H 3.5198 -6.7542 3.0738
H 1.6297 -5.6858 1.8224
H 2.2146 -5.0022 4.5825
H 0.7036 -5.5615 4.0320
C -3.6559 1.6946 0.0626
C -3.9156 1.8764 1.5460
C -4.3586 0.7059 2.2907
O -3.5462 0.6866 3.4104
C -2.5259 1.6756 3.3028
O -1.6472 1.9798 4.0970
O -2.6533 2.2991 2.1044
H -2.9728 0.8532 -0.0536
H -3.2669 2.6361 -0.3252
H -4.5079 1.4673 -0.5780
H -4.5465 2.7382 1.7633
H -4.0592 -0.1537 1.6910
H -5.4323 0.6975 2.4784
C 2.6149 -4.8085 -2.5769
C 2.1166 -3.4404 -2.2064
C 2.4958 -3.0604 -0.7510
O 3.7046 -2.3001 -0.9310
C 3.8202 -1.8552 -2.2151
O 4.5909 -1.0295 -2.6071
O 2.8328 -2.4222 -2.9727
H 2.1692 -5.3809 -1.7633
H 3.6866 -4.9632 -2.7012
H 2.1738 -5.2493 -3.4709
H 1.0480 -3.2492 -2.3049
H 2.9187 -3.8761 -0.1646
H 1.7117 -2.4932 -0.2494

Short version: E_tot = -2656.65771 -2025.44133 Ha, in the order given.